Entry from the Open Molecules 2025 dataset: a 2-piece molecular cluster, C6H14O overall at a distorted geometry (ωB97M-V/def2-TZVPD).

XYZ file:
```
21
Properties=species:S:1:pos:R:3:mulliken_charge:R:1
C 0.77353 1.65170 -1.14467 -0.884
C -0.50828 1.54898 -0.39060 -0.587
C -1.13698 0.05964 -0.51928 -0.953
C -0.56984 -0.87371 0.52373 -0.269
C -1.12734 -1.00079 1.73490 0.035
C -0.78409 -1.88090 2.87374 -1.123
H 1.44773 0.84897 -0.74334 0.127
H 1.27735 2.62334 -1.05606 0.330
H 0.55289 1.30665 -2.15966 0.348
H -1.27577 2.18915 -0.81134 0.360
H -0.51939 1.65272 0.66480 0.346
H -0.94869 -0.31742 -1.53309 0.419
H -2.16112 0.31516 -0.54613 0.373
H 0.26971 -1.41559 0.12922 0.297
H -1.98020 -0.38118 1.95395 0.315
H -0.81618 -1.23091 3.80814 0.262
H 0.24241 -2.24683 2.68285 0.287
H -1.37015 -2.73412 3.11368 0.304
H 2.98704 0.64731 -3.21208 0.320
H 2.69756 -0.45755 -2.20635 0.339
O 2.94980 -0.30462 -3.16241 -0.647
```

Calculated values
* HOMO energy: -9.1 eV
* E_tot: -312.19310 a.u.
* energy above the lowest of the compared OMol25 structures with the same formula, charge and spin: 38.87 kcal per mole
* HOMO-LUMO gap: 10.0 eV
* SMILES: C/C=C/CCC.O


Entry from the Open Molecules 2025 dataset: an isolated ion of composition C11H22NOS and charge +1 at a distorted geometry (ωB97M-V/def2-TZVPD).

XYZ file:
```
36
Properties=species:S:1:pos:R:3:mulliken_charge:R:1
C -1.82119 1.38824 -0.85848 -0.424
C 1.14319 -1.11914 3.19476 -1.197
C 2.02791 -1.69723 2.02228 -0.879
C -0.29387 -0.88169 2.73806 -0.622
C 2.08872 -0.60102 0.98477 -1.044
C -0.23362 0.14786 1.62328 -0.879
C 0.65397 -0.47679 0.52494 0.041
C -1.46240 -0.97909 -1.47157 -1.168
C 1.27340 1.63321 -0.54112 -0.845
C -1.99693 1.21775 -4.14223 -0.830
C -0.87531 0.44150 -1.47419 0.803
N 0.46881 0.37595 -0.76074 -0.011
O -2.99470 1.24902 -1.06236 -0.467
S -0.51329 1.30221 -3.11111 0.030
H -1.34666 2.20974 -0.37783 0.440
H 1.18802 -1.68271 4.00166 0.581
H 1.53485 -0.24041 3.58837 0.527
H 2.92111 -1.91040 2.43356 0.601
H 1.45193 -2.67348 1.77727 0.252
H -0.95056 -1.76240 2.33694 0.232
H -0.74870 -0.55452 3.60981 0.398
H 2.42422 0.13609 1.61767 0.537
H 2.78940 -0.95132 0.28570 0.440
H -1.30173 0.34269 1.14520 0.142
H 0.27516 1.02342 1.75652 0.599
H 0.40331 -1.48411 0.05690 0.205
H -0.66863 -1.83212 -1.54658 0.347
H -2.03549 -1.03818 -2.37911 0.285
H -2.03098 -1.17540 -0.52665 0.294
H 0.50592 2.34833 -0.17530 0.328
H 2.06298 1.61234 0.20794 0.350
H 1.70740 2.02490 -1.50569 0.424
H -1.65765 1.78291 -4.93351 0.447
H -2.87488 1.68768 -3.60469 0.301
H -2.31528 0.15568 -4.14765 0.242
H 1.20158 -0.01951 -1.28683 0.518
```

Calculated values
* HOMO energy: -12.8 eV
* E_tot: -960.14356 a.u.
* total charge: +1
* energy above the lowest of the compared OMol25 structures with the same formula, charge and spin: 62.31 kcal per mole
* HOMO-LUMO gap: 10.0 eV
* SMILES: CS[C@](C)(C=O)[N@@H+](C)C1CCCCC1


Entry from the Open Molecules 2025 dataset: an isolated ion of composition C3H8N3 and charge +1 at a distorted geometry (ωB97M-V/def2-TZVPD).

XYZ file:
```
14
Properties=species:S:1:pos:R:3:mulliken_charge:R:1
C -2.30312 0.22360 0.27956 -0.091
C -0.20558 -0.94245 -0.43870 -0.366
C 1.64670 0.45702 0.70574 -0.135
N -1.13431 0.14038 -0.28704 -0.094
N 1.15850 -0.60890 -0.00770 -0.145
N 1.83678 0.43363 -0.72509 -0.518
H -2.91746 -0.54775 0.57760 0.289
H -2.80830 1.21244 0.52224 0.253
H -0.56426 -1.77330 0.12891 0.331
H -0.10000 -1.19928 -1.59756 0.302
H 2.35243 0.19798 1.38405 0.280
H 1.07688 1.23836 1.12441 0.250
H -0.82738 1.02253 -0.73310 0.379
H 2.78912 0.14574 -0.93332 0.264
```

Calculated values
* HOMO energy: -13.8 eV
* E_tot: -282.98744 a.u.
* total charge: +1
* energy above the lowest of the compared OMol25 structures with the same formula, charge and spin: 110.64 kcal per mole
* HOMO-LUMO gap: 8.1 eV
* SMILES: C=[NH+]CN1CN1


Entry from the Open Molecules 2025 dataset: a 2-piece molecular cluster, C21H29FN4O4P3S3 overall at a distorted geometry (ωB97M-V/def2-TZVPD).

XYZ file:
```
65
Properties=species:S:1:pos:R:3:mulliken_charge:R:1
C 1.22659 2.50030 0.75333 -0.237
C 0.16591 2.04858 1.11006 0.025
C -1.12291 1.57161 1.60743 -1.318
C -1.85895 0.74260 0.58764 0.172
C -2.16123 -0.59449 0.78180 1.047
P -1.72068 -1.34633 2.40059 -0.310
P 0.36088 -1.81218 1.94906 0.834
O 1.16945 -0.62887 2.25079 -0.509
O 0.50282 -2.21905 0.41191 -0.247
O 0.63167 -3.11229 2.81293 -0.541
C -2.83854 -1.25996 -0.25018 -0.388
P -3.41572 -3.00749 -0.36688 0.273
N -4.95045 -3.11450 -0.15202 -0.709
N -3.18351 -0.66503 -1.36888 -0.782
N -2.88445 0.59576 -1.53355 0.858
C -3.24217 1.10873 -2.87330 -1.060
C -2.00624 1.19903 -3.77202 -0.207
C -1.60941 -0.12720 -4.41639 -1.069
S -0.69670 -1.21445 -3.31807 -0.018
C 0.90835 -0.46390 -3.23801 0.025
S 1.32352 0.87035 -4.07779 -0.152
N 1.66508 -1.16125 -2.31364 0.259
C 2.02365 -2.54417 -2.70836 -0.704
C 3.31168 -2.58943 -3.50650 -0.693
O 4.35583 -2.03817 -2.72585 -0.432
C 4.12000 -0.65385 -2.54067 -0.500
C 2.83384 -0.45914 -1.75483 -0.747
C -2.26009 1.33814 -0.60519 -0.099
S -1.93387 3.03311 -0.97036 -0.057
H 2.20390 2.77390 0.43162 0.469
H -1.75883 2.41247 1.89758 0.566
H -0.94817 0.98935 2.51344 0.315
H -2.35912 -2.59396 2.36484 0.142
H 0.14730 -3.08993 0.19083 0.311
H 1.57770 -3.19464 3.01832 0.394
H -2.58957 -3.64979 0.56373 0.056
H -2.87194 -3.38797 -1.60232 0.084
H -5.42360 -3.52332 -0.94929 0.266
H -3.75418 2.05968 -2.77669 0.426
H -3.95183 0.38579 -3.26766 0.448
H -2.23237 1.91947 -4.55785 0.332
H -1.16404 1.56023 -3.18431 0.226
H -2.48976 -0.70864 -4.70208 0.515
H -1.04019 0.05077 -5.32582 0.486
H 1.20243 -3.01904 -3.24206 0.636
H 2.18836 -3.11863 -1.79261 0.208
H 3.22425 -2.03100 -4.44599 0.342
H 3.58144 -3.62249 -3.71928 0.377
H 4.95283 -0.25645 -1.96282 0.363
H 4.07687 -0.14619 -3.50851 0.335
H 2.60304 0.59492 -1.61894 0.488
H 2.98688 -0.89039 -0.76157 0.229
H -3.01423 3.47483 -0.31237 0.266
F 3.07245 4.29209 4.23642 -0.325
C 2.20593 3.43527 4.81371 0.427
C 2.02318 2.19337 4.24249 -0.642
C 1.12923 1.31403 4.83720 -0.069
C 0.43521 1.68821 5.98069 -0.686
C 0.63841 2.94607 6.53356 -0.281
C 1.53267 3.83302 5.95149 -0.562
H 2.56645 1.92119 3.34851 0.542
H 0.98239 0.33555 4.39753 0.373
H -0.25949 1.00004 6.44373 0.416
H 0.10011 3.24080 7.42417 0.375
H 1.71192 4.81495 6.36729 0.440
```

Calculated values
* HOMO energy: -10.9 eV
* E_tot: -3655.78104 a.u.
* total charge: +1
* HOMO-LUMO gap: 6.2 eV